A gas-phase ion, C3H6NO2S (charge -1) in a non-equilibrium geometry. Source: the OMol25 dataset; level of theory: ωB97M-V/def2-TZVPD.

```
13
Properties=species:S:1:pos:R:3:nbo_charge:R:1
H -0.63 0.54 -1.42 0.202
N -1.76 -1.00 1.39 -0.882
C 0.39 0.02 0.51 -0.092
S -2.11 -1.93 2.65 1.813
H -0.07 -2.12 0.98 0.219
H 0.93 0.41 1.26 0.158
H 0.23 1.77 -0.38 0.206
H -0.82 -1.22 -0.56 0.159
O -1.02 -2.93 2.88 -1.020
O -2.48 -1.05 3.80 -0.985
C -0.53 -1.20 0.54 -0.313
H 1.28 0.67 -1.20 0.203
C 0.29 0.82 -0.72 -0.668
```

The total charge is -1. The calculation puts the gap between HOMO and LUMO (spin up / spin down) at 7.183 / 7.492 eV. Its HOMO energy (spin up / spin down) is -3.30 / -3.81 eV. As for the energy relative to the best compared isomer or geometry (same formula, charge and spin): 114.6 kcal/mol.

=====

A single C4H9NO2 molecule. Source: the OMol25 dataset; level of theory: ωB97M-V/def2-TZVPD.

```
16
Properties=species:S:1:pos:R:3:nbo_charge:R:1
N -0.28 1.54 0.69 -0.606
H 1.18 0.07 0.97 0.218
O -1.21 0.19 2.27 -0.643
H -1.62 2.17 2.12 0.123
H -0.95 -1.19 1.03 0.499
H 1.32 1.03 -0.52 0.209
H -0.23 2.49 0.35 0.402
C -1.08 1.29 1.75 0.532
O -0.59 -1.62 0.23 -0.737
H 1.21 -0.60 -2.36 0.201
H -0.95 -0.13 -1.17 0.151
C 0.61 0.52 0.14 -0.258
H 0.24 -2.08 -2.14 0.226
C 0.81 -1.30 -1.62 -0.619
H 1.64 -1.78 -1.09 0.213
C -0.11 -0.60 -0.63 0.091
```

The calculation puts the gap between HOMO and LUMO at 10.582 eV. Its HOMO energy is -9.89 eV. As for the energy relative to the best compared isomer or geometry (same formula, charge and spin): 16.7 kcal/mol.

=====

14 unconnected molecules or ions with the total composition C3H33NO14 in a non-equilibrium geometry. Source: the OMol25 dataset; level of theory: ωB97M-V/def2-TZVPD.

```
51
Properties=species:S:1:pos:R:3:nbo_charge:R:1
H -2.56 -1.74 1.76 0.494
H -3.62 -3.35 0.05 0.452
H -1.98 -2.77 -2.54 0.481
O -3.22 -1.04 1.53 -1.066
H -3.08 0.05 1.73 0.568
O 3.42 -0.37 -1.98 -0.965
C 0.44 -1.02 0.46 -0.696
H 0.50 0.12 -2.54 0.453
O 0.01 4.58 -0.25 -0.940
H 3.40 0.55 1.48 0.469
O -1.62 2.32 -1.17 -0.978
H 1.26 2.09 -1.34 0.467
C 0.73 -1.09 1.97 -0.200
O -0.52 1.69 3.95 -0.643
H 0.98 -1.85 -0.12 0.263
C 0.32 0.87 3.68 0.534
H -3.77 -0.47 -0.68 0.486
O 2.97 0.85 0.76 -0.966
H 3.35 -0.42 -2.93 0.492
H -2.30 -2.33 -1.16 0.463
H 1.77 -0.86 2.37 0.190
H 1.43 0.83 4.06 0.123
H -1.02 0.15 2.29 0.402
H 1.10 -0.13 0.13 0.222
H -0.64 4.02 0.22 0.484
O -4.02 -2.72 -0.46 -0.943
H 1.27 -0.93 -3.00 0.480
H 0.31 -2.01 2.25 0.180
H -3.87 -2.03 0.20 0.481
O 1.59 -2.27 -1.96 -0.983
H 3.85 -2.04 1.02 0.470
H -2.89 -0.42 -1.81 0.484
O -2.74 1.96 1.85 -1.061
H 0.59 4.72 0.49 0.460
O -3.23 0.11 -1.21 -0.955
H -0.57 -0.84 0.16 0.223
O -1.92 -2.02 -1.88 -0.947
H -0.70 1.97 -1.28 0.452
H 3.23 1.67 0.38 0.504
H -2.48 2.09 0.85 0.547
H -2.19 1.52 -1.40 0.511
H 1.80 3.61 -1.19 0.516
O 2.01 2.63 -1.22 -0.982
O 1.20 -0.05 -3.19 -0.953
H 1.93 -3.18 -2.08 0.498
N 0.01 0.07 2.60 -0.637
H 3.04 0.55 -1.80 0.509
O 3.48 -2.28 0.19 -0.963
H -2.38 2.38 2.67 0.540
H 2.22 -1.66 -1.61 0.490
H 3.10 -1.53 -0.31 0.487
```

The calculation puts the gap between HOMO and LUMO at 9.644 eV. Its HOMO energy is -9.64 eV. As for the energy relative to the best compared isomer or geometry (same formula, charge and spin): 131.4 kcal/mol.

=====

A single C4H8N2O molecule in a non-equilibrium geometry. Source: the OMol25 dataset; level of theory: ωB97M-V/def2-TZVPD.

```
15
Properties=species:S:1:pos:R:3:nbo_charge:R:1
O 2.15 -0.56 -0.77 -0.717
N -0.43 0.21 -0.29 -0.476
H -2.37 0.90 -0.97 0.152
C 0.24 1.51 0.03 -0.256
N -2.44 -0.96 0.11 -0.681
H 1.37 -0.43 -1.36 0.484
C 0.44 0.35 0.85 -0.101
H 2.48 -0.32 1.25 0.182
H 1.03 1.80 -0.69 0.216
H -0.13 0.23 1.73 0.217
H -0.44 2.44 0.33 0.210
C 1.68 -0.67 0.52 -0.044
H -3.43 -0.95 0.13 0.351
C -1.83 0.09 -0.35 0.285
H 1.19 -1.71 0.72 0.178
```

The calculation puts the gap between HOMO and LUMO at 10.248 eV. Its HOMO energy is -9.32 eV. As for the energy relative to the best compared isomer or geometry (same formula, charge and spin): 86.0 kcal/mol.

=====

2 unconnected molecules or ions with the total composition C4H12S2 in a non-equilibrium geometry. Source: the OMol25 dataset; level of theory: ωB97M-V/def2-TZVPD.

```
18
Properties=species:S:1:pos:R:3:nbo_charge:R:1
H -2.69 1.67 -0.19 0.214
C 0.77 0.37 -2.31 -0.613
H -0.14 -0.17 -2.51 0.220
H -1.75 0.65 2.63 0.219
S -1.78 -1.16 1.12 -0.061
C -1.98 1.68 0.63 -0.607
S 2.98 0.00 -0.46 -0.051
H -1.01 1.57 0.25 0.208
C 1.41 -0.47 -1.19 -0.532
H 0.58 1.41 -1.93 0.202
H -2.04 2.60 1.25 0.211
H 2.85 1.33 -0.51 0.113
H -2.91 -1.70 0.79 0.113
H 1.46 -1.47 -1.55 0.218
H 1.41 0.48 -3.21 0.216
H 0.85 -0.50 -0.21 0.223
C -2.26 0.50 1.68 -0.516
H -3.31 0.28 1.91 0.223
```

The calculation puts the gap between HOMO and LUMO at 9.422 eV. Its HOMO energy is -8.65 eV. As for the energy relative to the best compared isomer or geometry (same formula, charge and spin): 21.0 kcal/mol.

=====

3 unconnected molecules or ions with the total composition C2H10NO4 in a non-equilibrium geometry. Source: the OMol25 dataset; level of theory: ωB97M-V/def2-TZVPD.

```
17
Properties=species:S:1:pos:R:3:nbo_charge:R:1
H -1.83 1.52 -0.80 0.486
H -1.11 -2.42 0.10 0.529
N 1.04 0.28 0.57 -0.703
O 1.34 -0.59 -2.17 -1.008
O -1.02 1.76 -1.24 -0.985
H 1.67 -0.52 0.84 0.444
H -1.02 2.59 -1.72 0.506
O -1.07 -1.62 2.56 -0.481
O -0.89 -1.49 0.28 -0.736
H 1.55 -0.14 -3.00 0.528
C -0.86 -1.03 1.56 0.767
H 0.00 0.67 2.48 0.259
H 1.07 -1.51 -2.09 0.508
H 0.75 -0.03 -0.40 0.510
H -0.90 0.98 0.96 0.251
C -0.20 0.35 1.47 -0.329
H 1.49 1.20 0.63 0.455
```

The total charge is +1. The calculation puts the gap between HOMO and LUMO at 11.768 eV. Its HOMO energy is -15.17 eV. As for the energy relative to the best compared isomer or geometry (same formula, charge and spin): 20.9 kcal/mol.

=====

Copy entry 4 word for word.
A single C4H8N2O molecule in a non-equilibrium geometry. Source: the OMol25 dataset; level of theory: ωB97M-V/def2-TZVPD.

```
15
Properties=species:S:1:pos:R:3:nbo_charge:R:1
O 2.15 -0.56 -0.77 -0.717
N -0.43 0.21 -0.29 -0.476
H -2.37 0.90 -0.97 0.152
C 0.24 1.51 0.03 -0.256
N -2.44 -0.96 0.11 -0.681
H 1.37 -0.43 -1.36 0.484
C 0.44 0.35 0.85 -0.101
H 2.48 -0.32 1.25 0.182
H 1.03 1.80 -0.69 0.216
H -0.13 0.23 1.73 0.217
H -0.44 2.44 0.33 0.210
C 1.68 -0.67 0.52 -0.044
H -3.43 -0.95 0.13 0.351
C -1.83 0.09 -0.35 0.285
H 1.19 -1.71 0.72 0.178
```

The calculation puts the gap between HOMO and LUMO at 10.248 eV. Its HOMO energy is -9.32 eV. As for the energy relative to the best compared isomer or geometry (same formula, charge and spin): 86.0 kcal/mol.